The following is a DFT calculation (ωB97M-V/def2-TZVPD) of C28H48BClN6O5S as an isolated structure.

- 2S+1: 1
- DFT total energy: -73026.594 eV

Cartesian coordinates (Å):
Cl 5.33144 -3.59939 -4.62219
S 2.03094 -2.21499 -7.19286
O 1.16954 -3.40411 -0.56354
O -2.77549 4.87693 4.04740
O -0.97680 8.67417 5.95348
O 0.17806 2.81467 1.74924
O -1.55817 -0.92639 -0.26268
N 0.42116 -5.69427 -1.06609
N 1.01213 0.88512 -0.35001
N 2.66275 -2.41424 -5.74785
N 0.58216 -2.88649 -6.99137
N -0.23531 6.71749 3.83554
N -3.95492 -5.44498 -1.67411
C -3.51268 -6.11117 -2.73636
C -0.42243 -4.19927 -3.75269
C -1.63325 -4.67278 -3.03611
C -2.37172 -5.77179 -3.44821
C 4.09129 -5.47974 -3.13025
C 0.93028 2.23254 2.79503
C -3.23698 -4.39215 -1.28849
C 0.51641 -0.08598 -1.31988
C -0.17496 8.11070 6.97038
C 0.63711 -6.80976 -1.99412
C 0.80557 -3.98951 -3.02196
C -0.69560 8.08106 3.61996
C -0.98884 -0.30960 -1.40664
C 0.71185 -6.08843 0.31292
C 0.93206 3.14713 0.59080
C -0.76741 5.73208 2.89692
C -3.09263 5.75277 5.11096
C 3.17465 -3.10383 -2.90769
C -2.27078 5.49183 2.87710
C 0.54947 -3.30581 -5.72518
C -0.28078 8.99063 4.75533
C 1.89230 -3.41657 -3.63600
C 0.56835 2.25278 -0.57354
C -0.55226 -3.89053 -5.06557
C -1.91051 -0.05465 0.79645
C 1.75373 -3.05156 -5.00608
C 4.39611 -4.00129 -3.14621
C -2.08246 -3.97488 -1.92494
B 0.81758 -4.39265 -1.48265
H -1.16068 -1.00242 -2.23603
H -3.89464 5.29183 5.68777
H 5.09088 -3.79331 -2.33665
H 0.50908 -7.74808 -1.45917
H -2.74762 -0.50647 1.32859
H -0.29266 4.77794 3.11890
H -1.48730 -4.04360 -5.58339
H 0.68742 4.18015 0.32546
H -0.47834 6.43522 4.77623
H -3.59743 -3.83962 -0.43062
H 0.15235 7.09390 6.72611
H 3.39072 -5.76889 -3.90954
H -0.45042 6.01452 1.88722
H 0.87565 0.20446 -2.31293
H -2.83914 6.40342 2.65313
H -2.07247 -6.35173 -4.30984
H 0.56454 -5.26565 1.00366
H -0.53739 10.02003 4.49006
H 3.71969 -5.75645 -2.14405
H -2.47054 4.78877 2.06436
H 3.45842 -2.07580 -3.13546
H -0.25863 8.45872 2.69032
H 1.04802 2.63802 -1.47839
H -1.09190 0.07494 1.51015
H -2.24355 5.90782 5.78357
H 2.99998 -3.13651 -1.83499
H 0.54918 -3.37248 0.17200
H -4.09710 -6.96592 -3.05153
H 0.98080 -1.04781 -1.08818
H -0.51918 2.32868 -0.71607
H -1.78843 8.15148 3.52579
H 5.01399 -6.03686 -3.28116
H 0.70848 8.72575 7.16677
H 1.80931 2.83795 3.03613
H 1.61499 -6.79699 -2.46167
H 0.72845 0.59569 0.57695
H -2.22021 0.92522 0.42506
H -0.78028 8.07104 7.87425
H -1.55857 -3.10073 -1.56236
H -3.43861 6.72355 4.74561
H 0.80109 8.94264 4.91226
H -0.10797 -6.80814 -2.79073
H 1.25750 1.21511 2.55475
H -1.53865 0.60752 -1.64908
H 1.72647 -6.48056 0.41005
H 0.02529 -6.87871 0.61816
H 0.28369 2.18973 3.67055
H 2.00471 3.09948 0.79969

Here are the Mulliken charges for atoms 1 to 8, given in e:
1 Cl -0.211
2 S 0.089
3 O -1.071
4 O -0.439
5 O -0.352
6 O -0.167
7 O -0.429
8 N 0.184

***

The following is a DFT calculation (ωB97M-V/def2-TZVPD) of a 2-piece molecular cluster, C8H8FN overall.

- SMILES: c1ccc(C2=NC2)cc1.F
- 2S+1: 1
- DFT total energy: -12630.557 eV

Cartesian coordinates (Å):
F -3.67364 0.15018 -2.02305
N -2.32999 1.15752 -0.08138
C 0.96373 -2.16725 0.47752
C -0.12365 -1.41337 0.17404
C -1.06109 0.79838 -0.12604
C 2.25731 -1.61860 0.55882
C 2.41822 -0.19421 0.41988
C 0.03314 -0.06138 0.00221
C 1.26768 0.56390 0.19300
C -1.36374 2.15664 -0.24775
H 3.13303 -2.12048 0.96266
H -1.46862 2.58916 -1.21295
H -1.23842 2.85294 0.67226
H -3.35921 0.44924 -1.21574
H -1.05112 -1.85841 0.14090
H 1.36481 1.68495 0.13475
H 3.48344 0.31266 0.53601
H 0.74811 -3.28185 0.63486

Here are the natural (NBO) charges for atoms 1 to 8, given in e:
1 F -0.597
2 N -0.389
3 C -0.213
4 C -0.133
5 C 0.292
6 C -0.178
7 C -0.215
8 C -0.169

***

no.,strongest force on any atom (hartree/bohr),highest occupied orbital energy (eV),orbital gap (eV)
1,0.0268,-8.64,8.141
2,0.0968,-9.52,8.961